An isolated molecule of C16H23NO5S. Source: OMol25; level of theory: wB97M-V/def2-TZVPD.

ORCA input file:
```
! wB97M-V def2-TZVPD RIJCOSX def2/J DEFGRID3
* xyz 0 1
C -0.5871 -4.8164 -2.4276
O -1.5924 -3.9277 -2.9076
C -1.3445 -2.6256 -2.7577
O -0.3620 -2.1730 -2.2408
C -2.4892 -1.8000 -3.3432
O -2.3157 -0.4253 -3.1361
C -2.2536 0.0481 -1.8609
C -2.5902 -0.6811 -0.7225
C -2.4726 -0.0939 0.5251
C -2.0261 1.2063 0.6370
S -1.7709 1.8925 2.2698
O -2.8228 1.4324 3.1310
O -1.5559 3.3029 2.1437
N -0.4060 1.1691 2.8831
C 0.8752 1.0335 2.2027
C 0.8874 -0.1721 1.2511
C 2.2873 -0.6221 0.8379
C 3.1473 0.4714 0.2047
C 3.6535 1.4975 1.2208
C 2.7071 2.6759 1.4772
C 1.2159 2.3322 1.4718
C -1.7319 1.9555 -0.4874
C -1.8458 1.3790 -1.7351
H -0.9429 -5.8195 -2.6455
H 0.3596 -4.6242 -2.9350
H -0.4456 -4.6822 -1.3537
H -2.4920 -1.9363 -4.4287
H -3.4449 -2.1690 -2.9486
H -2.9310 -1.7021 -0.7923
H -2.7292 -0.6376 1.4206
H -0.6849 0.3419 3.3865
H 1.6100 0.8642 3.0005
H 0.3892 -1.0136 1.7425
H 0.3143 0.0667 0.3537
H 2.8134 -1.0224 1.7086
H 2.1704 -1.4361 0.1190
H 2.5922 0.9675 -0.5914
H 4.0119 -0.0141 -0.2546
H 3.8587 0.9788 2.1596
H 4.6055 1.9058 0.8737
H 2.8707 3.4392 0.7137
H 2.9709 3.1204 2.4389
H 0.6691 3.1468 1.9453
H 0.8598 2.2583 0.4433
H -1.4172 2.9790 -0.3606
H -1.6154 1.9298 -2.6328
*
```

- DFT total energy: -39527.7099 eV
- Structure (SMILES): COC(=O)COc1ccc(S(=O)(=O)NC2CCCCCC2)cc1
- HOMO energy: -9.0 eV
- Energy relative to the best compared isomer or geometry (same formula, charge and spin): 13.0 kcal per mole

A cluster of 2 separate species, C33H33F9I2N2O8S in total at a distorted geometry. Source: OMol25; level of theory: wB97M-V/def2-TZVPD.

ORCA input file:
```
! wB97M-V def2-TZVPD RIJCOSX def2/J DEFGRID3
* xyz -2 1
C 3.5877 -2.9930 2.5572
C 3.2461 -3.0716 1.0691
C 1.8755 -3.6781 0.8105
C 0.6521 -2.8020 1.1849
C 0.9077 -1.3004 1.3288
C 1.2172 -0.6457 -0.0420
C 0.3166 0.4943 -0.4175
C -0.5284 0.4445 -1.5380
C -0.5435 -0.7396 -2.4256
I -2.0230 -2.1480 -2.0000
C 0.2943 -0.9458 -3.4339
C 0.3582 -2.1368 -4.3389
I 1.7847 0.4838 -3.8218
C -1.3821 1.5008 -1.8684
C -1.4310 2.6829 -1.1435
C -2.3697 3.7960 -1.5146
C -3.5688 3.8636 -0.5564
C -4.3673 2.5491 -0.4838
C -5.8853 2.7559 -0.4954
C -6.4821 2.7698 -1.8969
F -7.3975 3.7561 -2.0407
F -5.5207 3.0311 -2.8310
C -7.0809 1.4003 -2.3649
F -6.2689 0.4423 -1.9218
F -7.0967 1.3451 -3.6897
S -8.8629 1.0108 -1.7907
F -9.0619 0.0045 -3.0014
F -8.3934 -0.1983 -0.8777
F -8.7097 1.9918 -0.5412
F -9.3865 2.2130 -2.6876
F -10.3543 0.7348 -1.3459
C -0.5371 2.7601 -0.0828
C 0.2894 1.7003 0.2726
C 1.1115 2.1303 1.4275
O 1.8356 1.5085 2.1412
N 0.8652 3.5594 1.6225
N 2.0976 4.2623 1.4194
C 2.4270 5.1084 2.5644
C 3.8411 4.9052 3.0131
O 1.6361 5.8398 3.0842
C 2.2368 4.9120 0.1263
C 2.6998 4.0020 -0.9789
O 2.0317 6.0830 -0.0167
C -0.2622 3.9177 0.7953
O -0.8510 4.9576 0.8751
H 4.0368 -3.9277 2.8870
H 2.7060 -2.7809 3.1720
H 4.2981 -2.1862 2.7542
H 3.3565 -2.0931 0.5851
H 3.9877 -3.7255 0.6043
H 1.7807 -3.9713 -0.2374
H 1.8420 -4.6027 1.3839
H -0.1116 -2.9078 0.4088
H 0.1736 -3.1511 2.1037
H 1.7128 -1.0803 2.0232
H 0.0072 -0.8394 1.7508
H 1.1385 -1.4079 -0.8134
H 2.2411 -0.2681 -0.0358
H -0.6340 -2.5276 -4.5514
H 0.8370 -1.8811 -5.2812
H 0.9708 -2.9136 -3.8760
H -2.0304 1.4004 -2.7316
H -1.8347 4.7433 -1.4596
H -2.7452 3.6302 -2.5251
H -4.2122 4.7027 -0.8245
H -3.1732 4.0944 0.4334
H -4.0559 1.8560 -1.2627
H -4.1343 2.0590 0.4619
H -6.1435 3.7233 -0.0676
H -6.3603 1.9638 0.0750
H 3.9430 3.8938 3.4067
H 4.0859 5.6352 3.7792
H 4.5281 4.9954 2.1706
H 1.8491 3.5189 -1.4640
H 3.3507 3.2214 -0.5908
H 3.2437 4.5994 -1.7059
C 4.4791 -7.9019 2.1789
C 5.5812 -8.4527 2.8584
C 6.9062 -7.6277 2.8041
O 7.8922 -8.0278 3.4414
C 6.9249 -6.4471 2.0143
C 5.8309 -5.9162 1.3259
C 4.4879 -6.6928 1.4565
O 3.4732 -6.2067 0.9126
O 5.8383 -4.8733 0.6337
O 5.5752 -9.5227 3.4898
H 3.5290 -8.4311 2.2009
H 7.8809 -5.9307 1.9662
*
```

- DFT total energy: -105608.3624 eV
- HOMO energy: -0.1 eV

A structure of composition C8H9ClI2IrN5. Source: OMol25; level of theory: wB97M-V/def2-TZVPD.

ORCA input file:
```
! wB97M-V def2-TZVPD RIJCOSX def2/J DEFGRID3
* xyz 2 1
Ir 0.4563 0.0547 -0.1042
N -0.1991 3.9211 1.3051
C 0.1984 2.6948 1.6169
N 0.0750 1.9448 0.5288
C -0.4176 2.8017 -0.4267
N -0.6000 4.0088 0.0252
C -0.6662 2.2908 -1.7706
C -1.1316 3.0539 -2.8293
N -1.3235 2.5218 -4.0286
C -1.0558 1.2326 -4.1706
C -0.5872 0.4506 -3.1200
N -0.3881 0.9798 -1.9134
H -0.2284 4.7396 1.8992
H 0.5544 2.3897 2.5868
H -1.3449 4.1078 -2.6966
H -1.2133 0.7959 -5.1489
H -0.3712 -0.5987 -3.2571
I 0.7025 -2.4296 -1.0230
C -1.1273 -2.8835 -0.0219
I -1.8310 -0.9865 0.6545
H -0.9303 -3.5268 0.8281
H -1.8372 -3.3125 -0.7204
Cl 2.8094 0.3878 0.1697
C 1.7389 -0.3869 1.4110
H 1.7503 0.2227 2.3083
H 2.0909 -1.3974 1.5899
*
```

- DFT total energy: -47439.0336 eV
- HOMO energy: -16.4 eV
- Energy relative to the best compared isomer or geometry (same formula, charge and spin): 0.0 kcal per mole